{"formula": "C24H72O24", "method": "ωB97M-V/def2-TZVPD", "elements": ["O", "O", "O", "O", "O", "O", "O", "O", "O", "O", "O", "O", "O", "O", "O", "O", "O", "O", "O", "O", "O", "O", "O", "O", "C", "C", "C", "C", "C", "C", "C", "C", "C", "C", "C", "C", "C", "C", "C", "C", "C", "C", "C", "C", "C", "C", "C", "C", "H", "H", "H", "H", "H", "H", "H", "H", "H", "H", "H", "H", "H", "H", "H", "H", "H", "H", "H", "H", "H", "H", "H", "H", "H", "H", "H", "H", "H", "H", "H", "H", "H", "H", "H", "H", "H", "H", "H", "H", "H", "H", "H", "H", "H", "H", "H", "H", "H", "H", "H", "H", "H", "H", "H", "H", "H", "H", "H", "H", "H", "H", "H", "H", "H", "H", "H", "H", "H", "H", "H", "H"], "xyz": [[4.39430, 4.91193, -4.53648], [-1.63690, -1.12407, 1.60334], [-1.04719, 8.33240, 0.58555], [-0.42242, -2.21428, 6.19622], [4.96683, -0.49614, 5.15818], [-5.64832, -5.39721, -2.72140], [-1.25951, -1.65379, -8.14622], [0.38444, -0.59327, -5.80941], [3.83479, -3.47419, 3.58195], [2.77140, 3.72263, 0.92097], [4.72807, 4.40981, 4.00298], [3.00590, -4.33630, -2.23929], [-1.88041, 3.68191, 2.64163], [-3.61752, 5.19845, -7.83914], [-2.52811, -6.72902, 1.69706], [1.44505, 9.35274, 0.53505], [2.13467, -6.73469, -0.81623], [-3.84816, -3.92822, -0.84566], [-1.79217, -4.17106, 9.03548], [-1.00776, 1.55720, -0.26775], [-0.14983, -5.08133, 2.54921], [-1.94617, 3.08075, -6.88760], [2.05275, 2.54014, -3.11406], [-3.77894, 1.98183, 4.24692], [-3.33634, 5.08661, -6.46555], [3.15185, -6.68205, -1.85200], [3.09950, 3.81593, 2.33573], [-5.90585, -4.81753, -1.43738], [1.22036, 8.12054, -0.13273], [-0.81978, -6.01854, 3.38476], [-0.05455, 7.33114, 0.40496], [-4.06091, 2.61722, 2.98979], [0.67273, -1.80318, -6.62499], [3.14253, 3.07346, -3.82773], [-3.24690, 3.91666, 2.86168], [-1.62157, -3.82077, 7.64410], [-1.51090, -7.21230, 2.56768], [4.84312, -1.93027, 4.89640], [-2.02462, 4.31483, -6.18748], [-0.93005, -2.46871, 7.47782], [-1.30054, 0.18137, -0.37656], [4.53379, 4.16949, 2.59892], [3.89883, -5.26316, -1.80137], [-5.02857, -3.52110, -1.43249], [-0.51183, -2.41402, -7.24865], [4.32679, -2.13313, 3.54460], [-0.64991, -0.46553, 0.80778], [3.32418, 4.52198, -3.75550], [-1.03584, -0.29621, -1.31993], [4.34920, -0.43278, 5.89039], [-1.67638, -5.48392, 3.79526], [-1.95108, -2.25023, -8.44217], [-0.69327, 8.99173, 1.18690], [-3.30791, 4.55925, 3.74001], [2.43822, 4.49962, 2.86805], [5.83013, -2.39277, 4.89694], [2.19405, -4.54319, -1.77058], [-0.75191, -7.78505, 2.03479], [0.01827, -1.36840, 6.30522], [-4.10978, 6.00098, -8.02680], [-3.64997, -3.26665, -0.17883], [-0.66901, 1.90015, -1.09795], [-1.59418, -1.60659, 7.53928], [-3.33776, 6.02951, -5.91872], [0.16089, -1.15711, 0.57885], [-2.19762, -5.95381, 1.23725], [-1.18501, 4.83768, -6.64551], [-1.11768, -2.57213, -6.35643], [2.83826, -7.00314, -2.84531], [3.64851, 4.94821, -2.80616], [3.54803, -1.45041, 3.20474], [2.85853, 2.85098, 2.78173], [-4.73500, -3.22098, -2.43839], [2.52870, -6.69175, 0.05812], [5.17017, -1.97455, 2.87253], [-0.18213, -2.26602, 8.24439], [2.12986, 7.52989, -0.02303], [-1.89777, -7.97897, 3.23899], [2.93325, -3.46246, 3.91160], [-2.51014, -3.72054, 7.02081], [3.88829, -7.46793, -1.68420], [0.13878, 7.00442, 1.42671], [1.12121, 8.35551, -1.19248], [-6.93898, -4.47442, -1.38250], [4.23351, -2.41112, 5.66143], [-3.84877, 1.81869, 2.27886], [-1.71093, 4.14577, -5.15737], [1.90280, 8.99904, 1.30118], [-3.92663, 2.58720, 4.97721], [-2.13626, 3.21912, -7.81836], [5.19565, 3.38703, 2.22771], [4.42807, -4.97968, -0.89162], [4.08713, 5.15162, -5.41386], [-0.99201, -4.55443, 7.14063], [-1.70623, 3.07106, 1.92183], [4.03298, 2.45027, -3.74505], [1.24296, -2.50539, -6.01684], [-2.38512, 0.07576, -0.35130], [-5.14357, 2.74140, 2.96683], [-0.73059, -4.67082, 1.90438], [-3.82807, 4.32991, 2.03733], [-0.30761, 6.54975, -0.31162], [-2.31727, -4.97067, 8.95494], [4.84241, 5.01154, 1.97940], [2.82932, 3.03334, -4.87099], [1.88263, 1.69782, -3.54202], [-0.36351, -3.34495, -7.79588], [1.81173, 3.70233, 0.90586], [-5.48538, -2.61791, -1.02793], [-5.82784, -5.50923, -0.59859], [4.64295, -5.40784, -2.58461], [-6.56294, -5.59191, -2.93857], [2.47560, 5.17473, -3.96026], [-0.07514, 0.27863, 1.35910], [-4.21813, 4.53200, -6.14467], [5.55996, 3.97066, 4.19456], [-0.19538, -0.06487, -6.36276], [1.34803, -1.58169, -7.45143], [-1.21283, -1.41342, 2.41453], [-0.16079, -6.42698, 4.15093]], "lowdin_charge": [-0.051, -0.069, -0.088, -0.076, -0.073, -0.069, -0.052, -0.072, -0.070, -0.073, -0.060, -0.054, -0.054, -0.068, -0.062, -0.068, -0.086, -0.065, -0.054, -0.068, -0.077, -0.081, -0.056, -0.093, -0.246, -0.194, -0.237, -0.217, -0.236, -0.211, -0.207, -0.223, -0.215, -0.262, -0.249, -0.226, -0.224, -0.248, -0.226, -0.274, -0.236, -0.251, -0.272, -0.253, -0.302, -0.259, -0.241, -0.309, 0.124, 0.069, 0.107, 0.089, 0.072, 0.124, 0.118, 0.124, 0.082, 0.105, 0.084, 0.089, 0.080, 0.086, 0.117, 0.116, 0.113, 0.065, 0.109, 0.121, 0.117, 0.123, 0.122, 0.115, 0.114, 0.083, 0.127, 0.119, 0.107, 0.110, 0.083, 0.119, 0.098, 0.107, 0.114, 0.102, 0.123, 0.118, 0.120, 0.085, 0.074, 0.077, 0.121, 0.115, 0.091, 0.114, 0.069, 0.134, 0.125, 0.116, 0.110, 0.069, 0.109, 0.116, 0.079, 0.116, 0.120, 0.081, 0.129, 0.068, 0.115, 0.119, 0.109, 0.074, 0.128, 0.115, 0.114, 0.081, 0.065, 0.113, 0.079, 0.115], "e_homo_ev": -9.772, "charge": 0, "max_force_ev_per_a": 3.81, "e_tot_ha": -2762.93514}